180
Properties=species:S:1:pos:R:3:mulliken_charge:R:1 method="wB97M-V/def2-TZVPD" e_homo_ev=-12.30 de_lowest_kj_mol=0.0 charge=+2 homo_lumo_gap_ev=1.34
Al -1.813 0.194 4.587 1.02
N -1.005 -0.483 1.960 0.57
S -1.304 -1.710 1.112 0.23
O -0.352 -2.787 1.096 -0.17
O -2.069 -1.540 -0.094 -0.61
F -2.393 -2.329 2.142 -0.58
S 0.170 0.108 0.899 0.11
O -0.320 0.654 -0.349 0.07
O 1.483 -0.528 0.889 -0.38
F 0.474 1.460 1.707 0.29
C 2.254 -6.004 0.498 -1.67
C 2.371 -4.576 -0.089 0.34
C 1.296 -4.234 -1.102 -0.56
O 1.325 -2.835 -1.394 0.26
C 0.475 -2.425 -2.435 0.67
N 2.398 -3.698 1.085 -0.09
H 2.405 -6.738 -0.295 0.43
H 1.294 -6.135 0.999 0.28
H 3.008 -6.246 1.246 0.43
H 3.360 -4.434 -0.532 0.33
H 0.278 -4.451 -0.771 0.05
H 1.602 -4.834 -1.963 0.66
H 0.596 -1.364 -2.652 -1.23
H -0.567 -2.484 -2.103 -0.21
H 0.590 -2.974 -3.373 0.67
H 2.399 -2.749 0.718 -0.41
H 1.501 -3.720 1.561 0.10
C 3.492 -0.379 -1.853 -0.92
C 4.430 -1.218 -0.980 1.42
C 5.879 -1.211 -1.481 -0.72
O 5.902 -1.611 -2.835 -0.34
C 7.212 -1.475 -3.402 -0.78
N 4.362 -0.877 0.401 0.04
H 2.524 -0.426 -1.352 -0.46
H 3.408 -0.776 -2.863 0.79
H 3.790 0.671 -1.881 0.40
H 4.100 -2.261 -1.081 -0.81
H 6.548 -1.801 -0.849 0.57
H 6.301 -0.200 -1.432 0.10
H 7.483 -0.418 -3.356 0.32
H 7.217 -1.721 -4.462 0.27
H 7.925 -2.118 -2.885 0.31
H 4.734 0.081 0.505 -0.09
H 3.384 -0.782 0.657 0.22
C 2.754 4.148 0.860 -1.38
C 3.399 2.836 1.237 2.17
C 4.858 2.847 0.899 -1.16
O 5.458 1.587 1.272 -0.36
C 6.874 1.550 1.028 -0.95
N 3.157 2.706 2.682 -0.21
H 3.193 5.018 1.355 0.61
H 1.712 4.149 1.191 0.13
H 2.635 4.447 -0.181 -0.31
H 2.937 2.074 0.605 -1.22
H 5.356 3.699 1.371 0.56
H 5.027 2.970 -0.175 0.43
H 7.231 0.681 1.585 0.31
H 7.375 2.455 1.365 0.39
H 7.026 1.214 0.001 0.28
H 3.463 1.784 2.958 -0.03
H 3.741 3.423 3.098 0.40
C 3.032 7.144 -1.869 -0.98
C 2.592 6.579 -3.216 0.69
C 1.448 5.602 -3.008 -0.92
O 2.012 4.393 -2.543 -0.34
C 1.022 3.513 -2.058 -0.57
N 2.120 7.689 -4.032 -0.70
H 2.516 8.025 -1.489 0.38
H 4.083 7.439 -1.939 0.38
H 3.050 6.396 -1.074 -0.05
H 3.411 6.000 -3.650 0.21
H 0.995 5.509 -4.002 0.41
H 0.693 6.093 -2.387 0.28
H 0.485 4.011 -1.246 0.53
H 1.440 2.569 -1.707 -0.31
H 0.303 3.260 -2.843 0.59
H 1.758 7.379 -4.926 0.22
H 2.874 8.326 -4.256 0.27
C -3.042 -4.547 -3.234 -1.17
C -4.346 -4.716 -2.468 0.31
C -4.143 -4.451 -0.942 0.33
O -3.440 -5.549 -0.460 -0.39
C -3.181 -5.533 0.941 -0.40
N -5.285 -3.736 -2.977 -0.67
H -3.104 -4.915 -4.261 0.41
H -2.226 -5.181 -2.874 0.47
H -2.686 -3.518 -3.206 0.05
H -4.775 -5.714 -2.542 0.52
H -5.091 -4.334 -0.407 0.51
H -3.566 -3.544 -0.726 -0.71
H -4.027 -5.944 1.495 0.40
H -2.999 -4.508 1.272 -0.10
H -2.277 -6.106 1.140 0.22
H -4.897 -2.798 -2.965 0.02
H -5.448 -3.895 -3.966 0.30
C 3.050 -1.434 4.205 -1.56
C 1.508 -1.347 4.323 1.92
C 0.811 -2.695 4.429 -0.84
O -0.591 -2.544 4.408 -0.26
C -1.166 -3.836 4.448 -0.84
N 1.182 -0.432 5.434 -0.20
H 3.341 -2.179 3.458 0.39
H 3.594 -1.616 5.132 0.45
H 3.473 -0.537 3.760 0.16
H 1.149 -0.831 3.433 -1.31
H 1.298 -3.100 5.325 0.49
H 1.190 -3.336 3.631 0.08
H -0.981 -4.302 5.419 0.37
H -0.685 -4.382 3.633 0.24
H -2.243 -3.857 4.288 0.22
H 1.438 -0.915 6.291 0.36
H 1.828 0.347 5.404 0.14
C 1.330 4.419 5.337 -1.60
C 0.706 3.019 5.571 1.01
C -0.372 3.039 6.689 -1.19
O -0.728 1.678 6.997 0.02
C -0.179 1.270 8.237 -0.93
N 0.063 2.640 4.296 0.22
H 1.817 4.443 4.361 0.27
H 2.064 4.665 6.104 0.45
H 0.598 5.221 5.227 0.41
H 1.477 2.277 5.766 -0.01
H -1.306 3.506 6.375 0.22
H -0.021 3.559 7.580 0.49
H -0.246 0.212 8.487 0.28
H -0.625 1.843 9.052 0.34
H 0.896 1.475 8.255 0.37
H -0.369 3.503 3.973 0.27
H 0.765 2.536 3.566 -0.58
C -6.602 0.474 1.862 -1.41
C -5.086 0.473 2.116 1.49
C -4.480 1.839 1.773 -1.12
O -3.082 1.785 1.973 0.08
C -2.459 2.882 1.320 -0.41
N -4.838 0.138 3.521 -0.28
H -7.104 1.210 2.494 0.46
H -7.041 -0.483 2.146 0.44
H -6.864 0.692 0.829 0.09
H -4.638 -0.295 1.484 -0.76
H -4.878 2.632 2.413 0.33
H -4.758 2.031 0.733 0.41
H -2.656 2.872 0.243 0.16
H -1.376 2.807 1.367 -0.38
H -2.836 3.848 1.663 0.46
H -5.114 -0.821 3.692 0.30
H -5.477 0.736 4.034 0.30
C -1.805 -2.160 -7.573 -1.61
C -1.677 -1.761 -6.080 0.88
C -0.578 -0.714 -5.882 -1.27
O -0.484 -0.323 -4.521 0.56
C 0.649 0.502 -4.275 -0.81
N -2.985 -1.358 -5.640 -0.49
H -2.601 -2.891 -7.723 0.44
H -0.902 -2.693 -7.873 0.40
H -2.069 -1.314 -8.206 0.38
H -1.346 -2.640 -5.508 0.05
H -0.930 0.166 -6.429 0.45
H 0.351 -1.126 -6.278 0.41
H 0.586 0.813 -3.234 -0.34
H 0.579 1.419 -4.869 0.42
H 1.544 -0.025 -4.608 0.44
H -2.962 -1.166 -4.636 -0.10
H -3.663 -2.107 -5.715 0.35
C -3.553 1.287 -3.379 -1.92
C -3.666 0.281 -2.243 2.02
C -5.061 -0.159 -1.823 -1.24
O -5.827 0.988 -1.458 -0.38
C -7.156 0.950 -1.933 -0.93
N -2.939 -0.933 -2.634 2.80
H -4.311 1.107 -4.143 0.42
H -2.545 1.244 -3.787 0.19
H -3.828 2.262 -2.975 0.49
H -3.179 0.751 -1.379 -0.63
H -5.058 -0.830 -0.960 0.27
H -5.555 -0.676 -2.649 0.77
H -7.198 1.147 -3.009 0.36
H -7.814 1.738 -1.567 0.26
H -7.670 0.001 -1.767 0.41
H -2.031 -0.585 -2.934 -0.61
H -2.738 -1.473 -1.791 -1.20

137
Properties=species:S:1:pos:R:3:mulliken_spin:R:1 method="wB97M-V/def2-TZVPD" spin_multiplicity=2 e_homo_ev="-7.53 / -7.64" s2=0.76 homo_lumo_gap_ev="6.26 / 6.79"
Re -0.001 -0.002 1.317 0.80
C -1.692 -0.714 4.632 0.00
N -0.344 -1.150 4.343 0.01
C 0.585 -0.740 5.374 0.00
C -0.252 -2.563 4.064 0.00
C -0.747 -2.913 2.663 -0.01
N -0.005 -2.326 1.528 -0.02
C 1.390 -2.814 1.551 -0.01
C 2.261 -2.404 0.391 0.00
C 2.848 -3.374 -0.405 0.00
C 3.820 -3.051 -1.341 0.01
C 4.209 -1.715 -1.424 0.00
C 3.647 -0.707 -0.665 -0.01
C 2.599 -1.039 0.237 0.02
O 1.998 -0.133 0.954 0.08
C 4.165 0.723 -0.694 0.00
C 3.043 1.678 -1.116 0.01
C 5.338 0.912 -1.664 0.00
C 4.652 1.071 0.722 0.00
C 4.525 -4.090 -2.203 0.00
C 3.968 -5.499 -1.986 0.00
C 4.370 -3.727 -3.688 0.00
C 6.016 -4.106 -1.828 0.00
C -0.674 -2.837 0.318 0.02
C -2.090 -2.352 0.075 0.00
C -2.827 -3.139 -0.798 0.00
C -4.107 -2.804 -1.193 0.01
C -4.650 -1.638 -0.660 0.00
C -3.973 -0.815 0.214 0.00
C -2.643 -1.156 0.593 0.02
O -1.985 -0.374 1.421 0.07
C -4.621 0.454 0.755 0.00
C -4.772 0.332 2.277 0.00
C -3.746 1.663 0.405 0.01
C -6.015 0.710 0.169 0.00
C -4.918 -3.618 -2.187 0.00
C -4.176 -4.868 -2.669 0.00
C -6.234 -4.058 -1.529 0.00
C -5.210 -2.732 -3.407 0.00
H -2.101 -1.197 5.536 0.00
H -2.344 -0.931 3.790 0.00
H -1.680 0.363 4.783 0.00
H 0.380 -1.238 6.337 0.00
H 0.519 0.335 5.506 0.00
H 1.599 -0.972 5.059 0.00
H -0.853 -3.163 4.774 0.00
H 0.788 -2.875 4.186 0.00
H -1.787 -2.600 2.568 0.00
H -0.712 -4.008 2.564 0.00
H 1.386 -3.912 1.621 0.00
H 1.847 -2.400 2.453 0.00
H 2.542 -4.398 -0.259 0.00
H 5.002 -1.463 -2.109 0.00
H 2.704 1.449 -2.125 0.00
H 3.395 2.708 -1.090 0.00
H 2.192 1.591 -0.447 0.00
H 5.042 0.702 -2.690 0.00
H 6.182 0.279 -1.396 0.00
H 5.675 1.946 -1.622 0.00
H 3.827 1.036 1.429 0.00
H 5.082 2.070 0.746 0.00
H 5.409 0.356 1.043 0.00
H 2.911 -5.548 -2.238 0.00
H 4.105 -5.809 -0.953 0.00
H 4.498 -6.209 -2.618 0.00
H 3.318 -3.696 -3.965 0.00
H 4.871 -4.468 -4.309 0.00
H 4.803 -2.754 -3.903 0.00
H 6.127 -4.351 -0.773 0.00
H 6.474 -3.136 -1.999 0.00
H 6.552 -4.848 -2.416 0.00
H -0.690 -3.936 0.368 0.00
H -0.059 -2.554 -0.542 -0.01
H -2.354 -4.031 -1.179 0.00
H -5.645 -1.359 -0.954 0.00
H -3.798 0.288 2.752 0.00
H -5.335 -0.565 2.534 0.00
H -5.305 1.197 2.667 0.00
H -2.758 1.558 0.843 0.00
H -4.202 2.576 0.784 0.00
H -3.637 1.741 -0.675 0.00
H -6.715 -0.081 0.431 0.00
H -5.975 0.814 -0.913 0.00
H -6.400 1.642 0.578 0.00
H -3.958 -5.539 -1.842 0.00
H -3.246 -4.599 -3.163 0.00
H -4.793 -5.406 -3.386 0.00
H -6.031 -4.691 -0.667 0.00
H -6.845 -4.617 -2.234 0.00
H -6.808 -3.200 -1.189 0.00
H -4.277 -2.382 -3.844 0.00
H -5.799 -1.863 -3.127 0.00
H -5.762 -3.289 -4.161 0.00
C 3.468 6.545 2.704 0.00
C 1.957 6.753 2.601 0.00
C 1.674 7.886 1.617 0.00
C 0.176 8.068 1.432 0.00
C -0.405 6.780 0.936 0.00
C -1.509 6.783 0.109 0.00
C -2.027 5.582 -0.361 0.00
F -3.100 5.620 -1.174 0.00
C -1.484 4.374 -0.004 0.00
C -0.397 4.352 0.880 0.00
C 0.094 3.067 1.366 0.00
O -0.408 2.004 0.929 -0.05
C 1.109 3.143 2.363 0.00
C 1.661 4.348 2.687 0.00
N 1.273 5.528 2.173 0.00
C 0.178 5.560 1.330 0.00
C 1.522 1.934 3.195 0.01
O 2.437 2.078 3.993 0.00
O 0.806 0.886 3.100 0.01
H 3.952 7.512 2.811 0.00
H 3.842 6.069 1.800 0.00
H 3.750 5.943 3.561 0.00
H 1.559 7.032 3.588 0.00
H 2.128 7.643 0.654 0.00
H 2.130 8.803 1.993 0.00
H -0.028 8.874 0.727 0.00
H -0.291 8.337 2.384 0.00
H -1.983 7.715 -0.162 0.00
H -1.861 3.441 -0.390 0.00
H 2.449 4.343 3.423 0.00
Cl -0.128 -1.706 -7.291 0.00
C -0.191 -1.076 -5.679 0.00
C -0.644 -1.887 -4.652 0.00
C -0.691 -1.386 -3.365 0.00
C -0.296 -0.081 -3.108 -0.01
C 0.139 0.726 -4.152 0.00
C 0.198 0.234 -5.442 0.00
C -0.355 0.497 -1.713 0.00
O -0.511 1.699 -1.573 0.00
O -0.223 -0.379 -0.787 0.02
H -0.966 -2.896 -4.860 0.00
H -1.062 -1.997 -2.557 0.00
H 0.421 1.747 -3.942 0.00
H 0.530 0.859 -6.258 0.00

110
Properties=species:S:1:pos:R:3:mulliken_charge:R:1 method="wB97M-V/def2-TZVPD" e_homo_ev=-10.84 charge=+1 homo_lumo_gap_ev=5.75
C 4.386 -2.649 4.794 -1.04
C 3.143 -3.586 5.120 -0.61
C 1.850 -3.160 4.261 0.68
C 1.050 -4.432 3.764 -0.66
C -0.437 -4.128 3.316 -1.19
C -0.421 -3.337 1.931 1.27
C -0.495 -4.388 0.722 -1.19
C 0.100 -3.645 -0.570 1.32
C 0.477 -4.668 -1.716 -1.00
C 2.038 -4.963 -1.868 -0.61
C 2.779 -5.354 -0.528 -0.96
C 3.234 -4.141 0.384 0.45
C 3.675 -2.837 -0.390 -0.73
C 3.798 -1.647 0.697 -0.12
C 2.653 -0.564 0.474 -0.31
C 2.095 -0.020 1.856 0.37
C 1.050 1.174 1.660 -1.39
C -0.351 0.902 2.349 -0.61
C -1.524 0.660 1.347 0.55
C -2.900 0.724 1.907 -1.09
C -4.070 0.543 1.026 0.58
C -5.502 0.601 1.657 0.24
O -5.721 1.441 2.479 -0.44
O -6.484 -0.280 1.237 -0.22
P -6.011 -1.928 1.411 0.20
P -7.840 -3.079 1.005 0.85
O -7.488 -4.524 1.133 -0.59
O -8.935 -2.584 2.163 -0.50
O -8.475 -2.775 -0.509 -0.48
C -3.814 0.314 -0.437 0.69
O -4.947 0.193 -1.259 -0.45
C -5.026 -1.030 -1.858 0.34
N -5.221 -2.096 -2.236 -0.40
C -2.435 0.243 -0.884 -0.04
C -2.065 -0.012 -2.377 -0.98
C -1.885 1.406 -3.095 -0.58
C -0.368 1.666 -3.458 0.13
F -0.226 1.464 -4.845 -0.34
N -1.368 0.419 0.003 0.65
H 4.830 -2.854 3.779 0.21
H 4.170 -1.560 4.950 0.25
H 5.185 -2.940 5.544 0.40
H 2.870 -3.409 6.194 0.27
H 3.345 -4.663 4.884 0.36
H 1.149 -2.552 4.899 0.41
H 2.246 -2.607 3.369 -0.75
H 1.065 -5.205 4.591 0.46
H 1.620 -4.899 2.906 0.24
H -0.938 -5.116 3.133 0.33
H -0.980 -3.502 4.079 0.40
H -1.296 -2.631 1.816 0.15
H 0.557 -2.772 1.879 -0.84
H -1.592 -4.596 0.578 0.44
H 0.076 -5.326 0.946 0.35
H 0.902 -2.910 -0.310 -1.06
H -0.772 -3.027 -0.966 0.02
H 0.130 -4.319 -2.734 0.33
H -0.047 -5.658 -1.541 0.33
H 2.522 -4.133 -2.448 0.28
H 2.100 -5.877 -2.539 0.41
H 3.622 -6.061 -0.766 0.37
H 2.042 -5.962 0.087 0.27
H 4.149 -4.496 0.956 0.55
H 2.485 -3.844 1.171 -0.52
H 2.871 -2.505 -1.110 0.25
H 4.673 -2.900 -0.895 0.33
H 4.814 -1.161 0.593 0.53
H 3.743 -2.107 1.726 -0.43
H 1.787 -0.977 -0.125 -0.29
H 3.106 0.266 -0.138 0.54
H 1.519 -0.851 2.348 -0.53
H 2.967 0.289 2.498 0.50
H 1.513 2.063 2.184 0.31
H 0.950 1.479 0.581 0.64
H -0.245 0.076 3.108 0.39
H -0.643 1.823 2.941 0.53
H -3.026 0.930 3.002 0.51
H -5.132 -2.357 0.368 0.04
H -9.474 -3.377 2.365 0.34
H -9.197 -2.122 -0.392 0.34
H -2.765 -0.695 -2.922 0.61
H -1.057 -0.531 -2.374 0.23
H -2.210 2.197 -2.360 0.19
H -2.550 1.483 -3.992 0.49
H 0.357 0.998 -2.908 0.13
H -0.136 2.727 -3.133 0.02
H -0.416 0.385 -0.381 -0.11
C -1.027 5.764 -1.853 -0.88
O 0.103 5.971 -2.671 -0.24
C -0.211 6.542 -3.940 -0.53
C 0.866 7.526 -4.376 -0.40
O 0.881 8.755 -3.655 -0.47
C 1.270 8.707 -2.283 -0.26
C 2.735 8.382 -2.046 -0.55
O 3.015 7.015 -2.334 -0.24
C 4.258 6.821 -2.982 -0.84
H -1.570 4.870 -2.178 0.28
H -0.677 5.614 -0.830 0.24
H -1.692 6.632 -1.856 0.44
H -1.177 7.057 -3.910 0.38
H -0.268 5.721 -4.664 0.35
H 0.652 7.805 -5.412 0.42
H 1.854 7.066 -4.382 0.14
H 0.613 8.049 -1.715 0.05
H 1.094 9.716 -1.900 0.42
H 2.982 8.549 -0.991 0.38
H 3.358 9.044 -2.658 0.36
H 4.384 7.520 -3.816 0.39
H 4.271 5.809 -3.388 0.23
H 5.080 6.931 -2.269 0.32

| no. | molar mass (g mol⁻¹) | E (a.u.) |
| --- | --- | --- |
| 1 | 1098.5 | -4483.29798 |
| 2 | 1124.8 | -3466.62493 |
| 3 | 723.8 | -2901.55187 |